(1)
DFT (ωB97M-V with the def2-TZVPD basis set) results for a cluster of 10 separate species, C13H46O10 in total.

The geometry in ORCA input format:
```
! RIJCOSX wB97M-V def2-TZVPD def2/J DEFGRID3
* xyz 0 1
C -0.4299 -0.8503 -5.4787
C -0.6424 0.6491 -5.4821
O -1.9766 1.0759 -5.6435
H 0.6262 -1.1191 -5.4593
H -0.9200 -1.3684 -6.3030
H -0.8346 -1.3352 -4.5904
H -0.0108 1.1119 -6.2403
H -0.1970 0.9914 -4.5480
H -2.4485 0.9199 -4.8222
C 5.6188 0.6230 -3.9705
C 5.5001 1.6304 -5.1165
O 4.8028 2.7949 -4.7393
H 6.1718 -0.2766 -4.2407
H 4.6638 0.1997 -3.6592
H 6.0630 1.0092 -3.0531
H 4.8918 1.1830 -5.9026
H 6.5195 1.8676 -5.4210
H 4.5777 3.2475 -5.5554
C -0.2421 -1.3756 6.4603
C 1.0120 -2.0432 6.8900
O 0.6940 -3.1974 7.6759
H -1.0592 -2.0482 6.1992
H -0.1630 -0.7772 5.5527
H -0.5571 -0.6490 7.2093
H 1.6783 -1.3738 7.4342
H 1.5884 -2.3644 6.0224
H 0.5612 -3.8938 7.0287
C 0.1857 0.2419 0.2274
O -0.2593 -1.0266 0.5085
H 1.2071 0.2522 -0.1529
H -0.4473 0.7971 -0.4649
H 0.2437 0.8541 1.1274
H -1.1577 -0.9892 0.8447
C -1.8064 3.8747 4.1305
O -0.7914 4.4668 3.3735
H -1.6232 3.7859 5.2013
H -2.7135 4.4697 4.0248
H -2.0418 2.9005 3.7020
H 0.0683 4.1477 3.6575
C -3.2316 4.4281 -0.9463
O -3.8069 4.6724 -2.2338
H -3.6125 5.1735 -0.2480
H -3.5404 3.4381 -0.6108
H -2.1448 4.5099 -0.9640
H -4.6893 4.2947 -2.2175
C 1.9735 -5.0418 -1.0277
O 0.8247 -4.3780 -1.5427
H 2.2628 -5.9759 -1.5091
H 2.8568 -4.4062 -0.9647
H 1.6773 -5.3252 -0.0177
H 0.6401 -3.6671 -0.9245
C -4.0482 -5.9923 0.3968
O -4.6634 -6.9464 1.2477
H -3.0995 -5.5898 0.7521
H -3.7589 -6.4310 -0.5581
H -4.7584 -5.2171 0.1090
H -5.1609 -6.4660 1.9134
C 4.7591 4.5441 -0.5503
O 5.5720 4.9597 -1.6193
H 4.8516 3.4850 -0.3100
H 4.8646 5.0882 0.3883
H 3.7065 4.7188 -0.7731
H 5.1856 4.4805 -2.3560
C -4.9584 -1.3974 3.2638
O -4.1633 -0.7924 2.2774
H -5.9800 -1.0229 3.3297
H -5.0409 -2.4180 2.8902
H -4.4204 -1.2506 4.2004
H -4.4488 0.1188 2.1781
*
```

Output
electronic energy = -1275.0667 a.u.
energy above the lowest of the compared OMol25 structures with the same formula, charge and spin = 5.412 eV
SMILES string = CCO.CCO.CCO.CO.CO.CO.CO.CO.CO.CO

=====

(2)
DFT (ωB97M-V with the def2-TZVPD basis set) results for a structure of composition C13H47BrCl2NO19.

The geometry in ORCA input format:
```
! RIJCOSX wB97M-V def2-TZVPD def2/J DEFGRID3
* xyz 1 1
C 7.0981 -2.9437 0.2341
O 6.5596 -2.2729 -0.9233
C 5.1842 -2.5178 -1.0830
C 4.2948 -1.6534 -0.1131
C 3.2136 -0.9768 -0.9899
N 2.4763 0.1013 -0.3068
C 3.1175 1.2509 -0.0962
C 2.5124 2.3264 0.4992
C 1.1700 2.2376 0.9047
C 0.5655 3.5065 1.5053
O 0.0986 4.3008 0.7502
O 0.5547 3.8118 2.8530
Br -0.8011 2.7937 3.5986
C 0.5179 1.0074 0.7131
C 1.2065 -0.0441 0.0950
C 0.4952 -1.3511 -0.1540
Cl 1.0327 -2.8513 0.5639
C -0.5599 -1.4210 -0.9715
C -1.2767 -2.7218 -1.3012
Cl -1.2506 -0.0097 -1.7798
H 8.0728 -3.3420 -0.0619
H 7.1685 -2.2045 1.0446
H 6.4118 -3.7417 0.5516
H 4.9445 -2.2461 -2.1155
H 4.9123 -3.5776 -0.9915
H 3.7757 -2.3862 0.5232
H 4.8916 -0.9562 0.4840
H 3.7321 -0.5307 -1.8524
H 2.5701 -1.7573 -1.4063
H 4.1611 1.4078 -0.4130
H 3.0833 3.2406 0.6436
H -0.5104 0.8949 1.0440
H -1.4011 -3.3661 -0.4294
H -0.6724 -3.1915 -2.0887
H -2.2430 -2.5117 -1.7740
O 5.3376 3.0045 -1.2107
H 6.2621 3.2745 -1.1733
H 4.9339 3.6356 -1.8170
O -4.5976 0.8342 -1.6312
H -3.6575 0.6389 -1.5393
H -5.0337 0.0058 -1.4049
O -2.4337 0.5799 5.3359
H -3.3883 0.6017 5.1835
H -2.3377 0.7674 6.2767
O -0.8728 -5.3106 -3.0227
H -1.5167 -6.0105 -3.1846
H -0.2616 -5.3793 -3.7662
O -2.6850 3.9420 0.8045
H -1.7564 4.2015 0.7982
H -3.1251 4.5919 0.2406
O -5.6441 3.1903 -0.8106
H -4.7534 2.8307 -0.8040
H -6.0696 2.7649 -0.0539
O 1.1161 -7.1145 -1.6752
H 0.6175 -7.8863 -1.3893
H 0.4417 -6.4684 -1.9243
O 1.9111 3.7366 5.4489
H 2.2025 4.6364 5.6296
H 1.4669 3.8011 4.5979
O -2.6967 1.2436 -4.5820
H -2.1982 2.0327 -4.8223
H -2.4398 1.0632 -3.6724
O 0.1123 -0.5319 4.3214
H 0.5112 0.0552 4.9750
H -0.8388 -0.3810 4.4219
O 4.0969 -3.8936 -3.2368
H 3.4152 -4.5553 -3.4017
H 4.7232 -4.0181 -3.9593
O -6.8322 1.2056 1.1936
H -7.7886 1.2718 1.2952
H -6.6464 0.2674 1.3105
O -8.6483 2.6526 -2.2056
H -7.8773 2.8544 -1.6636
H -8.7680 3.4418 -2.7436
O -5.4764 2.9008 -3.6802
H -4.5838 2.5418 -3.6836
H -5.8967 2.4811 -2.9225
O -4.1036 1.4383 2.9555
H -3.1600 1.6271 2.9545
H -4.4798 2.1070 2.3662
O 2.9425 -1.0460 2.9204
H 2.6138 -0.7919 2.0564
H 2.3689 -0.5768 3.5331
*
```

Output
electronic energy = -5501.9137 a.u.

=====

Across the entries above, gap between HOMO and LUMO takes the values 10.15, 7.33 eV, respectively.